Entry from the OMol25 dataset: a 14-piece molecular cluster, C3H33O14 overall at a distorted geometry (ωB97M-V/def2-TZVPD).

## Properties
- Charge: -1
- Largest force on an atom: 3.296 eV/A
- Energy relative to the best compared isomer or geometry (same formula, charge and spin): 0.0 kJ/mol

Bonds (Å) are listed after each position.
Geometry (Å):
1 C 0.579 -2.213 -0.008  C2 1.515, H5 1.122, H6 1.095, H7 1.134
2 C 0.789 -0.725 0.182  C1 1.515, C3 1.532, O4 1.401, H8 1.060
3 C 1.051 -0.009 -1.147  C2 1.532, H9 1.128, H10 1.104, H11 1.074
4 O -0.439 -0.226 0.636  C2 1.401
5 H -0.104 -2.643 0.772  C1 1.122
6 H 1.540 -2.730 -0.094  C1 1.095
7 H 0.199 -2.431 -1.054  C1 1.134
8 H 1.646 -0.580 0.788  C2 1.060
9 H 1.446 1.037 -0.996  C3 1.128
10 H 0.094 0.269 -1.622  C3 1.104
11 H 1.729 -0.640 -1.690  C3 1.074
12 O 1.912 0.660 3.848  H13 0.989, H14 0.964
13 H 1.170 0.049 3.613  O12 0.989
14 H 1.610 1.140 4.627  O12 0.964
15 O 1.864 1.977 -3.661  H16 0.955, H17 0.930
16 H 2.696 2.202 -3.250  O15 0.955
17 H 1.191 2.271 -3.090  O15 0.930
18 O 0.826 2.320 1.575  H19 0.945, H20 0.963
19 H 0.319 2.608 2.319  O18 0.945
20 H 0.479 1.479 1.260  O18 0.963
21 O 0.347 -0.120 -4.430  H22 0.977, H23 0.940
22 H 1.105 0.429 -4.151  O21 0.977
23 H 0.126 -0.703 -3.727  O21 0.940
24 O -0.463 2.989 -2.515  H25 0.959, H26 0.972
25 H -0.875 3.852 -2.591  O24 0.959
26 H -0.742 2.505 -1.719  O24 0.972
27 O -2.047 -3.443 3.025  H28 0.936, H29 0.987
28 H -1.355 -2.841 2.836  O27 0.936
29 H -1.975 -3.422 4.009  O27 0.987
30 O 3.501 0.905 1.335  H31 0.954, H32 0.977
31 H 2.679 1.184 1.731  O30 0.954
32 H 3.076 0.433 0.592  O30 0.977
33 O -1.817 -1.333 -2.951  H34 0.956, H35 0.993
34 H -2.132 -0.823 -2.206  O33 0.956
35 H -2.198 -2.246 -2.868  O33 0.993
36 O -1.300 1.831 -0.384  H37 0.948, H38 1.001
37 H -1.711 2.206 0.384  O36 0.948
38 H -0.928 0.937 -0.129  O36 1.001
39 O -0.230 -1.317 3.180  H40 0.961, H41 0.930
40 H -1.042 -0.829 3.341  O39 0.961
41 H -0.155 -1.087 2.282  O39 0.930
42 O 1.486 3.930 -0.604  H43 0.967, H44 0.994
43 H 0.682 3.574 -1.006  O42 0.967
44 H 1.374 3.486 0.278  O42 0.994
45 O -2.797 -1.276 0.138  H46 0.958, H47 0.991
46 H -3.359 -0.823 0.768  O45 0.958
47 H -1.914 -0.857 0.303  O45 0.991
48 O -2.790 -3.935 0.416  H49 0.974, H50 0.976
49 H -2.641 -2.979 0.306  O48 0.974
50 H -2.497 -4.065 1.338  O48 0.976

natural (NBO) population analysis, charges in e, atoms 1 to 4:
1. C -0.63
2. C 0.06
3. C -0.65
4. O -1.00